Entry from the Open Molecules 2025 dataset: 12 unconnected molecules or ions with the total composition C45H108N12O9 (ωB97M-V with the def2-TZVPD basis set).

```
174
Properties=species:S:1:pos:R:3:forces:R:3:mulliken_charge:R:1
C 1.144519 -2.554475 -0.317826 -0.7 0.1 1.2 -0.311
C 1.029217 -1.464701 0.764512 2.3 0.5 -0.7 -1.192
N 0.396580 -0.254648 0.206297 -2.0 -0.8 0.8 1.448
C 1.176293 0.960874 0.332671 1.6 -1.2 -0.2 -0.078
C 2.375243 0.813765 -0.626415 -0.7 1.2 -0.1 -0.389
C -0.955385 -0.117494 0.805104 0.8 0.3 -1.1 -0.598
C -1.874943 0.673135 -0.165502 -0.1 -1.5 1.3 -1.290
H 1.422449 -2.077483 -1.252721 -0.2 -0.3 -0.2 0.136
H 0.153307 -3.014463 -0.301734 0.0 -0.1 -0.9 -0.038
H 1.841044 -3.348282 -0.044509 0.1 0.1 0.1 0.115
H 0.627812 -1.876749 1.692773 -0.6 0.2 -0.1 0.226
H 2.049867 -1.172778 1.045355 0.0 -0.1 0.1 0.334
H 0.697087 1.854613 -0.067465 -0.7 -0.1 0.6 0.104
H 1.487002 1.044915 1.382686 0.0 0.6 0.0 0.163
H 1.851185 0.745316 -1.582610 0.5 -0.6 -0.3 -0.011
H 2.903942 1.768892 -0.703201 0.2 -0.1 0.3 -0.391
H 3.072765 0.008285 -0.421293 -0.1 -0.1 -0.1 0.418
H -0.864236 0.332760 1.803859 -0.2 0.3 0.0 -0.009
H -1.336984 -1.120661 0.995048 -0.1 -0.1 -0.3 0.612
H -2.852520 0.203088 -0.020587 -0.4 0.8 0.0 0.435
H -1.624767 0.420158 -1.192974 0.4 0.4 -0.1 0.224
H -1.848151 1.724672 0.100745 -0.3 0.2 -0.5 -0.023
C -4.806233 -7.281717 -2.154853 -1.0 0.6 -0.6 -1.386
C -4.144038 -5.977228 -2.600397 0.2 0.3 0.8 -0.223
N -3.339641 -5.391432 -1.521519 0.3 -0.1 -0.3 0.068
C -2.740349 -4.105176 -1.915501 0.2 -1.4 1.2 0.282
C -1.486392 -4.269409 -2.767797 -1.6 1.1 -0.7 -0.729
C -3.946723 -5.336535 -0.201186 0.4 0.0 0.2 -0.800
C -5.142999 -4.408082 -0.085450 0.0 0.6 0.2 -0.766
H -5.089433 -7.873026 -3.027584 0.5 -0.3 0.0 0.400
H -5.789908 -7.077220 -1.720131 0.2 0.1 0.4 0.286
H -4.211787 -7.822971 -1.426427 0.2 -0.2 -0.3 0.357
H -3.492248 -6.131904 -3.459618 0.1 -0.1 0.0 0.361
H -4.881064 -5.223173 -2.920000 -0.3 -0.2 -0.2 0.257
H -3.463872 -3.443667 -2.413212 -0.1 -0.1 -0.2 -0.167
H -2.489620 -3.641439 -0.956894 0.2 0.4 -0.2 -0.104
H -0.581133 -4.576200 -2.258887 0.0 0.1 0.1 0.283
H -1.708575 -4.905982 -3.624566 0.2 -0.2 0.1 0.404
H -1.449248 -3.265495 -3.200307 1.1 -0.1 -0.1 -0.154
H -3.142995 -5.050886 0.485801 -0.1 0.3 0.0 0.467
H -4.194525 -6.328106 0.183866 -0.2 -0.1 -0.5 0.419
H -4.866448 -3.349114 -0.050665 0.3 -0.1 0.0 0.031
H -5.680521 -4.593983 0.845667 -0.3 -0.1 -0.2 0.478
H -5.780183 -4.485493 -0.968483 -0.3 -0.3 0.2 0.208
C -3.455830 0.055230 3.002873 -0.4 0.7 0.2 -0.803
C -2.824651 0.451916 4.332943 0.4 0.5 0.3 -1.026
N -2.976646 -0.539682 5.397388 0.0 1.2 0.0 0.305
C -4.277373 -0.462079 6.074711 -0.3 -0.4 -0.8 -0.748
C -4.133699 -0.450460 7.562935 0.2 -0.2 0.7 -1.299
C -2.568459 -1.875912 5.067810 0.2 -0.6 0.1 -0.423
C -1.107474 -2.004593 4.690994 0.5 0.8 0.4 -0.816
H -4.507605 -0.148688 3.218176 0.0 -0.3 -0.3 0.533
H -2.973284 -0.782418 2.506131 -0.1 -0.2 0.2 0.069
H -3.443106 0.878413 2.285069 0.1 0.1 0.1 0.380
H -1.791360 0.809392 4.232717 0.3 -0.8 -0.2 0.306
H -3.248311 1.377068 4.736216 -0.5 -0.1 -0.2 0.489
H -4.858646 0.411499 5.765788 0.3 0.1 -0.2 0.520
H -4.881547 -1.323071 5.753750 -0.1 0.0 0.2 0.379
H -3.514344 0.389282 7.882635 0.1 -0.1 0.0 0.277
H -5.084785 -0.349231 8.089209 -0.1 -0.2 -0.1 0.427
H -3.667758 -1.392001 7.864586 0.1 0.2 0.3 0.280
H -3.187985 -2.344278 4.283439 -0.1 0.0 0.1 0.340
H -2.672965 -2.468515 5.983040 -0.3 -0.1 -0.1 0.429
H -0.801965 -1.442878 3.803804 -0.3 -0.3 -0.3 -0.286
H -0.821524 -3.051091 4.612091 0.1 0.0 -0.2 0.460
H -0.516673 -1.523934 5.479683 0.0 -0.3 0.1 0.324
C 2.999259 -3.601156 4.218491 -0.2 -1.2 0.2 -0.980
C 2.573311 -4.562264 3.130112 -0.8 0.5 -0.4 0.780
O 1.395182 -4.602447 2.798914 0.2 -0.2 -0.2 -0.618
N 3.531808 -5.295634 2.517564 0.1 -0.3 0.4 -0.203
C 3.289627 -6.154117 1.377720 -0.9 0.0 -0.2 -0.873
H 2.958912 -2.587142 3.832994 0.3 0.1 0.1 0.176
H 3.946371 -3.926446 4.651145 0.2 0.6 -0.1 0.405
H 2.236673 -3.719308 4.987304 0.0 0.3 0.1 0.265
H 4.461336 -5.254127 2.894016 0.1 0.1 -0.1 0.200
H 2.251983 -6.486936 1.305219 -0.1 0.4 0.5 0.291
H 3.829106 -7.095584 1.446900 0.6 0.3 -0.2 0.376
H 3.441142 -5.572787 0.467264 0.5 -0.4 -0.2 0.217
C 5.751421 2.160050 0.383440 0.6 0.4 -0.8 -0.525
C 6.486843 1.489869 1.542632 -0.8 0.1 -1.2 0.538
O 5.909262 0.927155 2.448942 0.1 0.1 0.2 -0.638
N 7.827106 1.505935 1.399699 0.8 -0.4 0.9 -0.184
C 8.697571 0.903885 2.397915 0.8 0.3 -0.2 -0.884
H 4.672753 2.080326 0.424099 0.0 0.1 0.4 -0.186
H 6.052551 1.799330 -0.608123 0.0 -0.8 0.3 0.494
H 6.074817 3.194845 0.230892 -0.3 0.2 0.8 0.183
H 8.293630 1.998028 0.662352 -0.3 0.1 -0.2 0.229
H 9.062448 1.630627 3.127592 -0.4 0.0 0.2 0.292
H 9.608088 0.556010 1.905342 -0.2 -0.2 -0.1 0.330
H 8.223207 0.068733 2.899549 -0.2 0.1 0.0 0.292
C -3.739796 -0.696518 -4.112784 0.0 -0.3 0.1 0.165
C -5.159797 -0.861510 -4.584733 0.0 -0.5 -0.3 0.218
O -5.396307 -0.898237 -5.787039 0.0 0.3 0.3 -0.678
N -6.144459 -1.112029 -3.689421 0.3 -0.3 -0.6 -0.109
C -6.071953 -1.351078 -2.265268 -1.4 0.6 0.1 -0.608
H -3.324745 -1.708298 -4.147891 0.2 0.1 -0.1 -0.340
H -3.574014 -0.335022 -3.099021 -0.2 0.2 0.0 0.125
H -3.240161 -0.075044 -4.849548 0.1 0.0 0.1 0.361
H -7.006000 -1.316081 -4.174371 -0.1 0.0 0.2 0.254
H -6.523745 -0.464002 -1.804329 0.7 -0.1 0.6 0.339
H -5.092859 -1.610094 -1.878521 0.1 0.2 -0.2 0.011
H -6.771775 -2.146332 -1.996958 0.3 -0.2 -0.1 0.296
C 7.452906 7.289449 -1.743992 0.4 0.3 -1.2 -1.200
C 6.002896 6.855826 -1.924851 0.1 0.2 0.4 0.679
O 5.122377 7.528853 -2.420931 0.1 0.1 0.0 -0.629
N 5.797313 5.624921 -1.398326 0.1 -1.2 0.0 -0.073
C 4.499687 5.019526 -1.176187 -0.7 0.9 -0.3 -1.196
H 7.686790 8.131027 -2.397077 -0.3 0.2 0.2 0.342
H 8.133244 6.516518 -2.112070 -0.1 -0.2 0.3 0.352
H 7.715167 7.546161 -0.720852 -0.2 -0.1 0.1 0.286
H 6.626125 5.146300 -1.095547 -0.1 -0.1 0.2 0.230
H 4.348051 3.962959 -1.389153 0.9 -0.1 0.0 0.367
H 3.810675 5.504108 -1.869560 0.0 0.3 0.2 0.445
H 4.182775 5.231117 -0.154777 -0.2 -0.2 0.0 0.386
C 0.424735 3.319033 2.869909 0.2 -0.4 0.3 -0.532
C 0.814531 4.607695 3.563588 0.1 -0.8 0.1 0.359
O 1.919275 5.100757 3.445700 -0.1 0.5 -0.2 -0.705
N -0.121959 5.054129 4.439961 -0.7 0.8 0.0 -0.073
C -0.013965 6.286261 5.187468 1.0 0.5 0.6 -1.115
H 1.243721 2.993112 2.238116 0.0 0.2 -0.1 -0.082
H -0.493632 3.367019 2.291433 0.0 0.2 0.0 0.176
H 0.303932 2.547143 3.636209 0.0 0.0 0.0 0.625
H -1.010744 4.586732 4.457007 0.0 -0.1 -0.1 0.232
H 0.341044 6.112662 6.205941 -0.1 -0.2 0.1 0.340
H -0.911677 6.897861 5.269538 -0.4 -0.5 -0.3 0.382
H 0.749764 6.936648 4.758447 0.0 -0.2 -0.3 0.355
C -2.647470 4.140548 -2.169388 1.0 1.0 0.1 -0.298
C -3.692916 5.092581 -1.603512 -0.4 -1.4 -1.3 0.725
O -4.625396 5.449969 -2.313789 0.2 0.3 0.4 -0.703
N -3.586366 5.391828 -0.308435 -0.6 0.8 1.2 0.164
C -4.692641 6.061789 0.377185 0.1 -0.9 0.0 -1.131
H -2.070396 3.602454 -1.419391 -0.4 -0.3 0.1 -0.313
H -1.881843 4.778580 -2.631342 -0.1 0.0 -0.2 0.166
H -3.051285 3.518052 -2.959672 -0.2 -0.1 0.2 0.388
H -2.810504 5.082046 0.261839 0.1 -0.2 -0.4 -0.013
H -5.626777 5.749935 -0.085749 0.0 0.3 -0.3 0.410
H -4.604780 7.144501 0.378081 -0.1 0.1 0.1 0.283
H -4.759611 5.641533 1.381966 0.3 0.4 0.2 0.368
C 0.953450 5.617862 -0.780145 0.8 0.0 0.7 -1.099
C -0.191442 5.771710 0.201803 0.8 -0.6 -0.6 0.893
O -0.826224 4.766718 0.514643 -0.5 0.4 0.1 -0.625
N -0.381053 6.987180 0.731597 -0.5 0.8 0.6 -0.214
C -1.280355 7.248291 1.842967 0.0 -2.2 0.3 -0.896
H 1.748761 6.349601 -0.623167 -0.3 0.3 -0.2 0.520
H 0.677875 5.570070 -1.829872 -0.3 0.1 0.1 0.272
H 1.427716 4.680586 -0.480706 -0.2 -0.2 -0.3 -0.037
H 0.228424 7.762597 0.538494 0.3 -0.4 -0.5 0.257
H -1.648201 6.267796 2.174039 -0.2 0.0 -0.4 0.184
H -2.159195 7.813967 1.549677 0.3 0.6 0.3 0.323
H -0.697383 7.476358 2.736422 -0.2 1.2 -0.2 0.413
C 5.557105 -6.510876 -4.919974 -0.8 -0.2 -0.4 -1.034
C 5.092874 -5.318338 -4.107440 2.5 0.4 -0.3 0.706
O 5.919762 -4.464051 -3.779743 -0.8 -0.4 0.2 -0.663
N 3.796667 -5.266154 -3.848573 -1.5 0.3 0.6 -0.137
C 3.114099 -4.215183 -3.106441 -0.2 -0.1 0.4 -0.483
H 4.823112 -7.319653 -4.881019 0.1 -0.1 0.0 0.300
H 6.528118 -6.883695 -4.613450 0.0 0.2 0.2 0.310
H 5.617894 -6.190750 -5.962521 0.1 0.0 0.0 0.254
H 3.182580 -5.901552 -4.327534 0.2 -0.2 0.1 0.233
H 2.254092 -3.894819 -3.692894 0.1 0.4 0.0 0.112
H 3.784720 -3.412420 -2.813295 0.2 0.1 -0.6 0.332
H 2.730315 -4.567053 -2.144405 0.0 -0.4 -0.1 0.106
C -1.382442 -2.160083 -6.709995 -0.2 -1.0 0.0 -1.365
C -0.487554 -2.029837 -5.504954 1.7 0.8 -0.3 0.781
O 0.170180 -2.974524 -5.094759 -0.4 -0.1 0.3 -0.546
N -0.230869 -0.758589 -5.069321 -0.9 -0.1 -0.7 -0.037
C 0.785116 -0.436679 -4.097574 -0.1 -0.4 0.5 -0.790
H -2.415814 -2.408598 -6.462803 0.0 0.3 0.1 0.196
H -0.987344 -3.061235 -7.180629 -0.1 0.1 -0.2 0.372
H -1.332383 -1.346836 -7.429853 -0.1 0.2 0.2 0.414
H -0.740786 -0.047238 -5.562730 0.2 0.3 0.2 0.265
H 0.468637 -0.860348 -3.141161 0.4 0.0 0.1 0.007
H 0.917487 0.632600 -3.947660 -0.3 0.1 -0.3 0.449
H 1.752807 -0.843529 -4.396959 -0.1 -0.2 0.1 0.250
```
Forces are in eV/Å.

The HOMO energy comes out at -0.2969 hartree. For the LUMO energy, the calculation gives 0.3 eV. Its SMILES is CCN(CC)CC.CCN(CC)CC.CCN(CC)CC.CNC(C)=O.CNC(C)=O.CNC(C)=O.CNC(C)=O.CNC(C)=O.CNC(C)=O.CNC(C)=O.CNC(C)=O.CNC(C)=O. The gap between HOMO and LUMO is 8.36 eV. The value obtained for the energy above the lowest of the compared OMol25 structures with the same formula, charge and spin is 87.8 kcal/mol. The total energy comes out at -3113.64689 a.u. The value obtained for the largest force on an atom is 2.6 eV/Å. As for the net charge: 0.